Entry from the Open Molecules 2025 dataset: a molecular structure, C23H44N6P2S2Tl at a distorted geometry (the ωB97M-V functional and the def2-TZVPD basis).

```
78
Properties=species:S:1:pos:R:3:lowdin_charge:R:1
H 3.047 -0.450 -2.801 0.04
C -0.120 -5.425 -2.189 -0.16
C 0.516 -2.574 2.771 -0.81
N 1.362 -3.056 3.703 0.10
H -3.434 2.184 3.481 0.12
H 1.467 -2.649 4.636 0.12
N -3.232 0.024 0.869 0.06
H 3.247 -2.532 0.809 0.00
H -3.419 0.227 4.639 0.09
H -1.036 2.433 0.296 0.03
H 3.550 2.810 1.219 0.10
H 0.314 0.701 -2.588 -0.01
C 0.684 1.735 -2.594 -0.11
H 3.085 1.749 -1.077 0.06
C -2.980 0.556 2.088 -0.25
C 2.853 1.967 1.062 -0.34
C -1.415 -5.339 -2.983 -0.17
C -2.373 -0.103 4.492 -0.02
H -0.698 2.431 2.605 0.05
H 0.587 2.093 -3.646 0.10
H -1.726 0.687 4.931 0.09
H -2.248 -5.874 -2.477 0.13
H 1.005 -2.348 -3.122 0.11
H -1.803 3.028 -3.114 0.10
H 0.225 -6.470 -2.196 0.12
C 0.373 2.162 2.623 -0.19
H -2.211 -1.078 5.004 0.09
H -4.723 3.467 1.786 0.12
H 0.367 4.965 1.110 0.06
H -0.361 4.823 -1.343 0.09
H 4.381 1.012 -0.119 0.09
H 2.006 -3.775 3.403 0.10
H 2.960 1.374 2.005 0.09
H 1.889 4.846 0.162 0.06
P 2.508 -0.519 -0.379 0.80
N -0.339 -1.600 3.198 -0.03
H 0.866 2.706 3.450 0.06
H 1.919 4.722 1.973 0.05
H 1.320 4.370 -1.820 0.07
H 1.776 1.714 -2.396 0.05
C 3.280 1.177 -0.152 -0.43
H 4.572 -1.326 0.659 0.04
S 0.556 -3.189 1.169 0.53
H -0.277 -5.168 -1.119 0.10
H -5.043 2.487 -0.500 0.11
H -0.005 4.415 -3.014 0.08
H 1.829 -4.395 -2.137 0.12
P 1.151 2.646 1.038 0.86
N -1.307 -1.087 2.396 0.03
C -4.500 1.950 0.244 -0.04
H 1.326 -4.961 -3.745 0.12
C -2.158 -0.235 2.980 -0.25
C 0.951 -4.514 -2.809 -0.16
C 3.514 -1.459 0.877 -0.31
S -1.487 -1.335 -3.417 0.52
H -2.366 2.788 -1.430 0.07
H -1.848 1.379 -2.407 0.04
H 3.267 -1.138 1.898 0.03
H 0.472 1.086 2.816 0.03
C 3.492 -0.926 -1.905 -0.29
Tl -0.723 -0.805 -0.394 0.57
H 4.553 -0.607 -1.840 0.05
C -0.919 -2.923 -3.223 -0.87
H -4.082 0.213 -0.965 0.12
C 0.254 4.134 -1.970 -0.08
H -0.336 -1.242 4.153 0.13
C -4.322 2.491 1.531 -0.05
N -1.787 -3.950 -3.231 0.01
N 0.409 -3.177 -3.092 0.01
C -3.600 1.791 2.467 -0.02
C -0.157 2.658 -1.695 -0.65
H -2.761 -3.691 -3.301 0.13
C 1.344 4.458 1.068 -0.21
H 3.498 -2.027 -2.045 0.04
H -1.317 -5.846 -3.967 0.13
C -0.091 2.180 -0.222 -0.34
C -3.942 0.703 -0.013 -0.15
C -1.629 2.447 -2.176 -0.07
```

Computed properties:
Energy above the lowest of the compared OMol25 structures with the same formula, charge and spin (kcal/mol): 0.0
Total charge: +1